[1]
The following is a quantum chemistry calculation of a molecular structure, C36H26F6N5O4S5Ti, from the Open Molecules 2025 dataset.

Last column: Löwdin charge in e.
Geometry (Å):
Ti: 0.142 0.186 -0.360  0.977
O: 1.851 0.951 -0.874  -0.175
C: 3.118 0.682 -0.933  -0.347
C: 4.062 1.730 -0.875  0.006
C: 5.413 1.462 -0.896  -0.103
C: 5.886 0.152 -0.977  -0.130
C: 4.974 -0.884 -1.051  -0.062
C: 3.598 -0.646 -1.049  -0.088
C: 2.647 -1.738 -1.191  -0.259
N: 1.351 -1.719 -0.944  0.078
C: 0.853 -2.958 -1.265  -0.097
C: 1.862 -3.746 -1.719  -0.083
N: 2.997 -2.966 -1.665  0.104
H: 3.673 2.739 -0.792  0.111
H: 6.119 2.283 -0.833  0.093
H: 6.948 -0.054 -0.967  0.082
H: 5.346 -1.903 -1.083  0.095
H: -0.189 -3.199 -1.122  0.089
H: 1.881 -4.768 -2.052  0.098
H: 3.911 -3.212 -1.995  0.136
O: -2.882 -1.131 -1.371  -0.308
S: -2.549 -1.880 -0.197  0.599
O: -2.365 -3.310 -0.360  -0.334
N: -1.252 -1.210 0.530  -0.173
C: -0.782 -1.869 1.674  -0.248
C: -1.370 -2.940 2.346  -0.023
C: -0.779 -3.462 3.501  -0.086
C: 0.392 -2.955 4.010  -0.073
C: 1.024 -1.877 3.361  -0.159
C: 2.232 -1.289 3.812  -0.007
C: 2.754 -0.217 3.119  -0.046
C: 2.106 0.258 1.986  -0.112
N: 0.983 -0.301 1.507  0.026
C: 0.426 -1.344 2.195  -0.144
C: -3.896 -1.647 0.951  -0.280
C: -3.935 -0.540 1.781  -0.084
C: -5.057 -0.308 2.566  -0.059
C: -6.124 -1.192 2.520  -0.090
C: -6.073 -2.310 1.697  -0.099
C: -4.959 -2.537 0.904  -0.073
H: -2.273 -3.399 1.983  0.091
H: -1.267 -4.292 3.999  0.098
H: 0.840 -3.369 4.907  0.096
H: 2.713 -1.678 4.702  0.106
H: 3.656 0.285 3.445  0.105
H: 2.471 1.123 1.451  0.109
H: -3.112 0.155 1.789  0.064
H: -5.101 0.591 3.167  0.100
H: -7.006 -1.000 3.118  0.095
H: -6.910 -2.998 1.659  0.090
H: -4.906 -3.401 0.253  0.107
S: -5.280 3.549 1.627  0.273
C: -3.905 2.773 1.001  -1.761
S: -2.492 3.172 2.028  0.705
S: -3.770 1.868 -0.376  0.536
S: 0.226 2.876 2.808  0.880
C: -1.039 2.064 1.699  -0.861
N: -0.447 1.996 0.401  -0.156
C: 0.305 3.146 0.211  -0.335
C: 0.661 3.693 -1.016  -0.018
C: 1.528 4.780 -1.059  -0.116
C: 2.039 5.334 0.108  -0.143
C: 1.670 4.809 1.346  -0.122
C: 0.803 3.735 1.391  -0.496
H: -1.237 1.061 2.071  0.037
H: 0.273 3.252 -1.922  0.095
H: 1.804 5.199 -2.020  0.091
H: 2.712 6.183 0.062  0.078
H: 2.050 5.243 2.264  0.090
C: -1.057 -1.212 -3.975  0.024
C: -0.641 0.172 -3.470  -0.421
O: -0.508 0.190 -2.121  -0.219
C: 0.709 0.556 -4.128  -0.541
F: 1.697 -0.232 -3.677  0.157
F: 1.062 1.826 -3.887  0.160
F: 0.708 0.404 -5.475  0.121
C: -1.711 1.217 -3.884  -0.553
F: -1.593 1.549 -5.202  0.117
F: -1.615 2.344 -3.189  0.159
F: -2.944 0.731 -3.732  0.154
H: -0.240 -1.907 -3.782  0.085
H: -1.277 -1.207 -5.045  0.092
H: -1.934 -1.520 -3.415  0.074

Summary:
**HOMO (alpha / beta)**: -1.31 / -1.36 eV
**2S+1**: 2
**Total charge**: -2
**Energy relative to the best compared isomer or geometry (same formula, charge and spin)**: 12.2 kcal per mole
**Frontier orbital gap (alpha / beta)**: 5.1 / 5.2 eV

[2]
The following is a quantum chemistry calculation of a molecular structure, C36H26N4O2PPtS, from the Open Molecules 2025 dataset.

Last column: Löwdin charge in e.
Geometry (Å):
Pt: -1.051 0.393 1.130  1.200
O: -2.798 -3.753 -1.955  0.075
C: -2.943 -2.662 -2.737  -0.254
C: -3.394 -2.794 -4.050  -0.012
C: -3.551 -1.689 -4.860  -0.056
C: -3.264 -0.416 -4.377  -0.067
C: -2.819 -0.275 -3.082  -0.013
C: -2.640 -1.381 -2.240  -0.079
C: -2.116 -1.122 -0.893  -0.358
O: -2.045 0.155 -0.576  -0.217
N: -1.789 -2.121 -0.086  0.134
N: -1.282 -1.648 1.056  -0.200
C: -0.862 -2.351 2.035  -0.040
C: -0.387 -1.565 3.177  -0.235
C: 0.046 -2.140 4.359  0.016
C: 0.383 -1.327 5.430  -0.012
C: 0.257 0.048 5.308  -0.018
C: -0.160 0.571 4.099  -0.123
N: -0.442 -0.209 3.055  -0.113
H: -3.105 -4.525 -2.438  0.115
H: -3.628 -3.785 -4.427  0.121
H: -3.907 -1.819 -5.874  0.114
H: -3.395 0.454 -5.006  0.110
H: -2.596 0.707 -2.688  0.123
H: -0.910 -3.434 2.039  0.148
H: 0.083 -3.218 4.438  0.129
H: 0.717 -1.767 6.360  0.125
H: 0.478 0.714 6.128  0.123
H: -0.294 1.633 3.947  0.132
C: 4.866 -0.482 2.775  -0.057
C: 3.847 0.336 3.244  -0.060
C: 2.706 0.522 2.482  -0.094
C: 2.564 -0.118 1.250  -0.325
C: 3.608 -0.911 0.769  -0.076
C: 4.751 -1.090 1.534  -0.055
P: 1.125 0.277 0.227  1.034
C: 1.081 -0.879 -1.160  -0.348
C: 1.270 -2.252 -0.984  -0.113
C: 1.096 -3.116 -2.050  -0.055
C: 0.735 -2.622 -3.297  -0.053
C: 0.546 -1.261 -3.478  -0.058
C: 0.714 -0.388 -2.412  -0.072
C: 1.404 1.937 -0.358  -0.320
C: 2.573 2.352 -0.945  -0.055
C: 2.673 3.671 -1.420  -0.054
C: 1.609 4.523 -1.295  -0.004
C: 0.405 4.127 -0.668  -0.157
C: -0.704 4.999 -0.546  -0.023
C: -1.844 4.558 0.054  -0.048
C: -1.925 3.252 0.596  -0.103
C: -0.869 2.389 0.536  -0.249
C: 0.311 2.813 -0.145  -0.199
H: 5.760 -0.627 3.369  0.114
H: 3.949 0.844 4.194  0.113
H: 1.944 1.213 2.824  0.094
H: 3.543 -1.375 -0.204  0.102
H: 5.558 -1.703 1.152  0.115
H: 1.544 -2.649 -0.014  0.106
H: 1.238 -4.180 -1.908  0.115
H: 0.599 -3.302 -4.128  0.115
H: 0.256 -0.874 -4.446  0.118
H: 0.551 0.674 -2.557  0.118
H: 3.406 1.669 -1.061  0.118
H: 3.586 4.002 -1.896  0.112
H: 1.678 5.535 -1.680  0.123
H: -0.632 6.004 -0.942  0.119
H: -2.705 5.207 0.141  0.116
H: -2.858 2.969 1.068  0.051
S: -3.174 0.470 2.293  0.631
C: -4.291 1.163 1.251  -0.807
N: -5.081 1.652 0.563  0.103

Summary:
**HOMO**: -10.77 eV
**Total charge**: +1
**Energy relative to the best compared isomer or geometry (same formula, charge and spin)**: 16.6 kcal per mole
**Frontier orbital gap**: 6.7 eV

[3]
The following is a quantum chemistry calculation of a molecular structure, C36H27BBrF4N10O2PY, from the Open Molecules 2025 dataset.

Last column: Löwdin charge in e.
Geometry (Å):
Y: 0.194 -0.020 0.050  1.284
C: 2.521 1.946 -3.170  -0.015
C: 2.284 1.688 -1.828  -0.106
N: 1.058 1.173 -1.659  -0.083
N: 0.487 1.110 -2.892  0.024
C: 1.359 1.555 -3.809  -0.034
B: -0.925 0.487 -3.113  -0.632
N: -1.937 1.046 -2.044  0.032
C: -3.154 1.535 -2.304  -0.019
C: -3.787 1.823 -1.108  -0.016
C: -2.859 1.471 -0.141  -0.167
N: -1.734 0.997 -0.701  -0.102
N: -0.802 -1.047 -2.882  0.036
C: -0.943 -2.106 -3.691  -0.028
C: -0.644 -3.252 -2.974  -0.019
C: -0.311 -2.798 -1.707  -0.132
N: -0.401 -1.465 -1.647  -0.070
N: -1.457 0.869 -4.467  -0.041
C: -1.455 2.122 -5.018  -0.100
C: -2.234 2.086 -6.136  -0.043
C: -2.701 0.753 -6.192  -0.128
N: -2.249 0.029 -5.184  0.073
H: 3.411 2.354 -3.619  0.113
H: 2.931 1.867 -0.983  0.116
H: 1.112 1.566 -4.858  0.135
H: -3.512 1.643 -3.317  0.135
H: -4.772 2.233 -0.964  0.111
H: -2.963 1.532 0.930  0.074
H: -1.258 -1.978 -4.711  0.115
H: -0.661 -4.269 -3.328  0.109
H: -0.014 -3.360 -0.835  0.103
H: -0.921 2.944 -4.565  0.130
H: -2.452 2.894 -6.814  0.105
H: -3.353 0.304 -6.925  0.112
F: -3.365 1.724 6.865  0.218
C: -2.781 1.020 5.935  -0.116
C: -2.748 -0.342 5.979  -0.078
F: -3.290 -0.995 6.957  0.241
C: -2.093 -1.067 4.919  -0.114
F: -2.087 -2.345 5.066  0.226
C: -1.485 -0.461 3.793  -0.262
P: -0.717 -1.460 2.402  1.083
C: -2.072 -2.572 1.903  -0.356
C: -2.438 -3.750 2.565  -0.093
C: -3.462 -4.538 2.066  -0.045
C: -4.133 -4.169 0.906  -0.039
C: -3.791 -2.997 0.250  -0.047
C: -2.770 -2.203 0.749  -0.111
C: 0.509 -2.409 3.347  -0.378
C: 0.786 -3.748 3.090  -0.088
C: 1.790 -4.395 3.799  -0.050
C: 2.532 -3.708 4.747  -0.049
C: 2.284 -2.363 4.983  -0.054
C: 1.280 -1.713 4.283  -0.101
C: -1.496 0.909 3.800  -0.518
Br: -0.606 1.958 2.535  1.034
C: -2.148 1.652 4.856  -0.167
F: -2.157 2.938 4.820  0.207
H: -1.931 -4.065 3.466  0.099
H: -3.739 -5.446 2.587  0.120
H: -4.924 -4.796 0.516  0.121
H: -4.306 -2.702 -0.655  0.120
H: -2.524 -1.285 0.228  0.061
H: 0.238 -4.285 2.328  0.112
H: 1.997 -5.439 3.603  0.122
H: 3.317 -4.218 5.292  0.121
H: 2.876 -1.819 5.709  0.119
H: 1.107 -0.654 4.456  0.107
O: 1.881 0.456 1.300  -0.336
N: 2.803 -0.419 1.589  0.044
N: 2.557 -1.570 1.146  -0.181
O: 1.452 -1.840 0.480  -0.248
C: 3.515 -2.634 1.367  -0.173
C: 4.634 -2.419 2.160  -0.017
C: 5.527 -3.460 2.345  -0.055
C: 5.302 -4.693 1.746  -0.055
C: 4.182 -4.886 0.952  -0.055
C: 3.277 -3.853 0.757  -0.019
H: 4.796 -1.455 2.621  0.115
H: 6.408 -3.306 2.954  0.117
H: 6.006 -5.503 1.893  0.116
H: 4.017 -5.841 0.472  0.116
H: 2.405 -3.983 0.135  0.110

Summary:
**HOMO (alpha / beta)**: -13.39 / -13.39 eV
**2S+1**: 2
**Total charge**: +2
**Energy relative to the best compared isomer or geometry (same formula, charge and spin)**: 7.8 kcal per mole
**Frontier orbital gap (alpha / beta)**: 6.8 / 3.1 eV